The following is a quantum chemistry calculation of an isolated molecule of C17H17NO4, from the OMol25 dataset.

Calculated values
E_HOMO: -8.5845 eV
energy: -27585.9443 eV
SMILES: CC(=O)Oc1ccc(-c2cccc(C(=O)NCCO)c2)cc1
gap between HOMO and LUMO: 9.26 eV
charge: 0
energy relative to the best compared isomer or geometry (same formula, charge and spin): 0.069 eV

Last column: Löwdin charge in e.
Element x y z (Å)
C  7.49799  1.22224  -0.20469  0.025
C  5.99720  1.26571  -0.08183  -0.518
O  5.34541  2.25586  0.10072  0.121
O  5.49396  0.02555  -0.21432  0.064
C  4.13335  -0.22633  -0.08316  -0.224
C  3.58856  -1.16550  -0.95005  0.007
C  2.25596  -1.50694  -0.84255  -0.022
C  1.44387  -0.91385  0.12248  -0.182
C  0.02242  -1.27332  0.23368  -0.168
C  -0.39369  -2.59539  0.08748  -0.026
C  -1.73059  -2.92931  0.20715  -0.068
C  -2.67926  -1.95271  0.45455  -0.034
C  -2.28218  -0.62616  0.59236  -0.126
C  -3.24419  0.47883  0.88333  -0.451
O  -2.93637  1.45273  1.54413  0.068
N  -4.48773  0.30001  0.37486  0.068
C  -5.50270  1.31961  0.46203  -0.160
C  -5.70883  2.00991  -0.88680  -0.249
O  -6.17147  1.03970  -1.80623  -0.069
C  -0.93572  -0.29957  0.49492  0.041
C  2.00790  0.02485  0.98264  -0.007
C  3.34396  0.36673  0.89113  0.009
H  7.78905  0.54664  -1.00376  0.087
H  7.91416  0.84841  0.72898  0.092
H  7.87709  2.22236  -0.38999  0.088
H  4.22005  -1.61656  -1.69975  0.120
H  1.83440  -2.22409  -1.53105  0.114
H  0.33844  -3.36909  -0.09102  0.113
H  -2.03570  -3.96127  0.11201  0.105
H  -3.71679  -2.23014  0.56944  0.110
H  -4.65376  -0.42127  -0.30891  0.131
H  -6.44523  0.86271  0.77663  0.125
H  -5.17173  2.04682  1.20575  0.123
H  -4.75650  2.43957  -1.22614  0.123
H  -6.44195  2.81914  -0.77209  0.117
H  -6.32462  1.45885  -2.65843  0.088
H  -0.65019  0.73535  0.60922  0.126
H  1.39849  0.47872  1.74917  0.120
H  3.76696  1.09116  1.56813  0.119



The following is a quantum chemistry calculation of a structure of composition C17H18BBrHfN6O2, from the OMol25 dataset.

Calculated values
E_HOMO (alpha / beta): -20.6143 / -20.6121 eV
energy: -102937.4720 eV
gap between HOMO and LUMO (alpha / beta): 1.90 / 1.90 eV
charge: +4

Last column: Löwdin charge in e.
Element x y z (Å)
C  3.13341  0.08448  -0.90165  -0.043
N  1.84801  0.15298  -1.28255  -0.148
N  1.80291  -0.09232  -2.64025  -0.037
C  3.07011  -0.28592  -3.09185  0.043
C  3.95201  -0.18572  -2.01705  0.056
B  0.46841  -0.04122  -3.49325  -0.457
N  -0.59189  -1.18592  -3.21655  -0.040
N  -1.31099  -1.28972  -2.04275  -0.166
C  -2.15089  -2.32872  -2.17335  -0.044
C  -2.00619  -2.90662  -3.45095  0.055
C  -1.01459  -2.15142  -4.07495  0.044
Hf  -0.12679  -0.21642  -0.68805  2.030
N  -0.22259  1.30888  -3.18435  -0.028
N  -0.62119  1.50718  -1.90415  -0.131
C  -1.19099  2.72158  -1.84125  -0.051
C  -1.16039  3.32618  -3.11565  0.049
C  -0.53449  2.39128  -3.94205  0.056
H  -1.58789  3.09278  -0.89615  0.128
H  -0.29029  2.41598  -5.00345  0.167
H  -1.54089  4.30728  -3.39645  0.143
H  0.78211  -0.11292  -4.66095  0.152
H  -0.58169  -2.22432  -5.07205  0.166
H  3.25101  -0.47392  -4.14955  0.165
H  -2.55609  -3.75012  -3.86645  0.147
H  5.03671  -0.28252  -2.03915  0.146
H  -2.81139  -2.59772  -1.34935  0.138
H  3.39681  0.23738  0.14475  0.137
H  -1.88909  -0.89602  1.08445  -0.036
C  -2.09989  -1.66922  1.84075  -0.007
H  -2.95389  -2.28252  1.51075  0.064
H  -1.21329  -2.31132  1.96655  0.054
H  -2.34349  -1.18692  2.80105  0.051
Br  -1.53529  2.48508  3.09995  1.284
C  -0.46449  1.35608  4.22695  -0.370
C  -0.54289  1.60058  5.60565  0.032
C  0.19651  0.83638  6.50805  0.098
C  1.02721  -0.17952  6.04175  0.193
C  1.12181  -0.43312  4.67305  0.150
C  0.38041  0.32278  3.74055  -0.074
C  0.50451  -0.01982  2.29865  -0.501
O  1.34151  -0.96042  1.91965  0.019
O  -0.28149  0.51058  1.38925  -0.302
H  -1.18399  2.38768  5.98185  0.152
H  0.12391  1.03038  7.57015  0.167
H  1.59751  -0.77542  6.74295  0.181
H  1.77211  -1.23562  4.34745  0.168



The following is a quantum chemistry calculation of a structure of composition C17H18BBrN6O2Ti, from the OMol25 dataset.

Calculated values
E_HOMO (alpha / beta): -14.3086 / -14.6740 eV
energy: -124778.2935 eV
multiplicity: 3
<S²>: 2.02
gap between HOMO and LUMO (alpha / beta): 7.16 / 3.45 eV
charge: +2
energy relative to the best compared isomer or geometry (same formula, charge and spin): 0.000 eV

Last column: Mulliken spin population.
Element x y z (Å)
C  3.37198  0.03706  -0.23929  0.009
N  2.05621  0.08122  -0.62510  0.000
N  2.04244  0.06479  -2.02019  0.001
C  3.30066  0.01503  -2.47288  0.012
C  4.17348  -0.02736  -1.38099  0.000
B  0.69884  0.15010  -2.79915  0.000
N  -0.27078  -0.99150  -2.36161  -0.001
N  -0.64976  -1.19930  -1.03185  0.006
C  -1.59437  -2.18762  -1.04662  0.004
C  -1.79483  -2.61137  -2.36191  -0.002
C  -0.95465  -1.82723  -3.15209  0.000
Ti  0.25148  0.11120  0.22920  0.952
N  0.02291  1.48188  -2.37925  0.005
N  -0.27372  1.67068  -1.03644  -0.006
C  -0.90713  2.87265  -0.93749  0.008
C  -1.00252  3.44403  -2.21485  0.003
C  -0.39801  2.53532  -3.09081  0.006
H  -1.22503  3.22731  0.02995  0.000
H  -0.24025  2.54906  -4.16264  0.000
H  -1.44376  4.38649  -2.47523  0.000
H  0.90936  0.10492  -3.97902  0.000
H  -0.81465  -1.77898  -4.22265  0.000
H  3.49276  0.03508  -3.53550  0.001
H  -2.45246  -3.38902  -2.69929  0.000
H  5.24215  -0.10234  -1.41884  0.000
H  -2.07277  -2.51652  -0.13792  -0.002
H  3.64889  0.04515  0.80495  -0.001
H  -2.73811  -0.70684  1.72526  -0.001
C  -2.33867  -1.54398  2.30626  0.002
H  -3.01648  -2.40045  2.21991  0.000
H  -1.34531  -1.82232  1.93154  -0.001
H  -2.26401  -1.25529  3.35811  0.000
Br  1.10200  3.38787  2.90600  0.259
C  1.02741  2.06660  4.27032  0.250
C  1.12027  2.39918  5.62062  0.069
C  1.20758  1.38912  6.59521  0.032
C  1.24932  0.04418  6.21320  0.220
C  1.08522  -0.30658  4.87575  0.082
C  0.87372  0.70538  3.93705  0.044
C  0.55843  0.37673  2.55268  0.038
O  1.23766  -0.48953  1.88192  -0.006
O  -0.40851  0.95647  1.91753  0.005
H  1.08808  3.44549  5.91206  -0.002
H  1.25251  1.66128  7.65300  0.006
H  1.37914  -0.73324  6.96983  -0.001
H  1.08709  -1.34222  4.53915  0.008



The following is a quantum chemistry calculation of a structure of composition C17H18BCoN7O4, from the OMol25 dataset.

Calculated values
E_HOMO (alpha / beta): -14.6047 / -14.6041 eV
energy: -74823.9115 eV
multiplicity: 4
<S²>: 3.81
gap between HOMO and LUMO (alpha / beta): 5.28 / 3.32 eV
charge: +2

Last column: Mulliken spin population.
Element x y z (Å)
C  -1.40793  1.07505  -2.26937  0.014
N  -0.10488  0.98742  -1.88550  -0.007
N  0.66170  1.10502  -3.03805  0.003
C  -0.14378  1.29194  -4.09598  0.040
C  -1.46541  1.27072  -3.65534  0.018
B  2.20229  0.95044  -2.96918  -0.031
N  2.64516  1.85944  -1.79695  0.018
N  2.00109  1.82784  -0.56467  -0.013
C  2.66018  2.69600  0.24800  0.004
C  3.68388  3.31521  -0.47546  0.011
C  3.63166  2.77042  -1.75891  0.012
Co  0.57500  0.76255  -0.13643  1.939
N  2.49992  -0.52366  -2.58425  0.161
N  1.93540  -0.97589  -1.40446  0.186
C  2.22682  -2.26577  -1.29458  0.159
C  3.01037  -2.67851  -2.40532  0.303
C  3.15737  -1.53897  -3.19783  0.200
H  1.88097  -2.85474  -0.46279  0.006
H  3.66439  -1.37204  -4.13357  -0.001
H  3.39727  -3.65951  -2.58903  -0.007
H  2.73056  1.24647  -3.99898  -0.001
H  4.21343  2.96195  -2.64621  0.001
H  0.28739  1.43449  -5.07857  0.001
H  4.37087  4.04771  -0.10927  0.000
H  -2.35160  1.37375  -4.24938  0.001
H  2.38238  2.78571  1.28537  -0.002
H  -2.20154  1.01787  -1.54354  -0.001
H  1.61913  -0.23874  1.52184  0.009
C  1.07929  0.64739  1.89834  -0.001
H  1.80743  1.24596  2.44743  -0.003
H  0.57652  1.41573  1.17160  0.020
H  0.30388  0.28388  2.58042  0.001
O  -2.12570  1.13401  0.59266  0.051
C  -1.75761  -0.04001  0.85278  -0.017
O  -0.70857  -0.61745  0.32474  -0.064
C  -2.53448  -0.81030  1.88568  -0.009
C  -2.31968  -2.17203  2.17105  0.002
C  -3.02424  -2.78975  3.20292  0.000
C  -3.94793  -2.04553  3.96898  0.000
C  -4.18122  -0.68832  3.67442  0.000
C  -3.48099  -0.09050  2.63481  -0.002
N  -4.61767  -2.63731  5.07776  0.000
O  -4.39349  -3.83893  5.34874  0.000
O  -5.40635  -1.92809  5.74644  0.000
H  -1.59995  -2.74150  1.58651  0.001
H  -2.87487  -3.83727  3.44881  0.000
H  -4.89559  -0.12158  4.26499  0.000
H  -3.66089  0.95944  2.40934  0.000



The following is a quantum chemistry calculation of a structure of composition C17H18BN7O2PbS2, from the OMol25 dataset.

Calculated values
E_HOMO: -14.8742 eV
energy: -60019.9852 eV
gap between HOMO and LUMO: 4.30 eV
charge: +2

Last column: Löwdin charge in e.
Element x y z (Å)
C  -1.46347  0.03875  -2.87347  -0.086
N  -1.18459  0.85642  -1.82454  -0.200
N  -1.68464  2.11427  -2.00935  0.011
C  -2.27374  2.12494  -3.21099  0.011
C  -2.13803  0.85578  -3.75765  -0.011
B  -1.47824  3.25031  -0.84001  -0.394
N  -1.92785  2.84107  0.63339  -0.014
N  -1.58218  1.63754  1.17342  -0.082
C  -2.10167  1.52006  2.41680  -0.083
C  -2.86458  2.67461  2.63609  -0.003
C  -2.73667  3.48053  1.50417  0.007
Pb  -0.23908  0.10728  -0.08977  1.489
N  0.02884  3.69673  -0.78260  -0.071
N  1.04590  2.83502  -0.42799  -0.006
C  2.20291  3.53772  -0.53599  -0.114
C  1.92033  4.85659  -0.96496  -0.030
C  0.53628  4.91285  -1.09349  -0.047
H  3.21117  3.16359  -0.34320  0.117
H  -0.14463  5.69541  -1.38880  0.131
H  2.58927  5.66557  -1.17284  0.106
H  -2.14240  4.18548  -1.18916  0.122
H  -3.14230  4.43434  1.20354  0.148
H  -2.71766  3.10471  -3.46934  0.166
H  -3.42927  2.89535  3.50635  0.112
H  -2.46970  0.49289  -4.73276  0.133
H  -1.92958  0.64517  3.06281  0.136
H  -1.07599  -1.02334  -2.80260  0.123
H  1.29122  0.93466  1.22972  0.074
C  1.03264  -0.04337  1.75470  -0.127
H  0.59687  0.37024  2.67038  0.097
H  0.37466  -0.88657  1.68966  0.036
H  2.00164  -0.52853  1.63313  0.097
O  -1.43232  -5.46934  -0.88246  -0.242
S  -1.04643  -4.41337  0.04172  0.703
O  -1.87245  -4.24355  1.23376  -0.281
N  -0.59419  -2.95351  -0.61069  -0.125
C  0.73642  -2.79335  -0.58787  -0.813
S  1.50366  -1.51522  -1.41937  0.852
C  1.50262  -3.74840  0.17509  -0.275
C  2.88334  -3.65018  0.44182  -0.021
C  3.50363  -4.67606  1.15935  -0.026
C  2.71792  -5.76154  1.60761  0.011
C  1.31458  -5.80970  1.33783  0.021
C  0.68598  -4.78406  0.61179  -0.147
H  3.43435  -2.78282  0.06362  0.101
H  4.58086  -4.62483  1.35419  0.128
H  3.23233  -6.55944  2.16750  0.134
H  0.74423  -6.66073  1.70147  0.132



The following is a quantum chemistry calculation of an isolated molecule of C17H18BrNO4S, from the OMol25 dataset.

Calculated values
E_HOMO: -7.7084 eV
energy: -108476.3492 eV
SMILES: Brc1ccc(/C=N\c2ccc3c(c2)OCCOCCOCCO3)s1
gap between HOMO and LUMO: 7.59 eV
charge: 0
energy relative to the best compared isomer or geometry (same formula, charge and spin): 3.138 eV

Last column: Löwdin charge in e.
Element x y z (Å)
Br  7.53515  0.86289  -0.82453  0.710
C  5.92600  0.07248  -0.26968  -1.052
C  4.89354  -0.31703  -1.07314  -0.199
C  3.83123  -0.86443  -0.33737  -0.104
C  4.05599  -0.88947  1.01809  -0.492
C  3.24386  -1.41150  2.09329  -0.176
N  2.05237  -1.83314  2.05874  0.114
C  1.16330  -1.75674  1.01041  -0.307
C  0.56587  -2.91709  0.52595  -0.022
C  -0.40465  -2.82024  -0.44793  0.004
C  -0.82922  -1.59418  -0.94782  -0.203
C  -0.23407  -0.41509  -0.45967  -0.180
C  0.74892  -0.51861  0.51351  0.028
O  -0.63024  0.77390  -1.00820  -0.057
C  -0.17900  1.97972  -0.43697  -0.144
C  -0.75116  2.27048  0.96540  -0.170
O  -1.85923  3.14651  0.92420  -0.134
C  -3.12504  2.56167  1.10050  -0.177
C  -3.57400  1.63902  -0.03832  -0.183
O  -3.15953  0.32063  0.24684  -0.148
C  -3.61688  -0.64024  -0.67333  -0.166
C  -2.81285  -0.70588  -1.98431  -0.151
O  -1.77213  -1.66016  -1.94254  -0.037
S  5.62436  -0.22889  1.40175  1.023
H  4.90287  -0.21313  -2.14285  0.109
H  2.93299  -1.24206  -0.79146  0.113
H  3.74467  -1.48303  3.05538  0.106
H  0.87955  -3.87655  0.90412  0.111
H  -0.86987  -3.70753  -0.84804  0.122
H  1.21534  0.36478  0.92100  0.121
H  0.91784  2.00267  -0.41546  0.122
H  -0.52308  2.76087  -1.12014  0.138
H  0.01446  2.77876  1.56228  0.130
H  -1.02432  1.32972  1.45401  0.126
H  -3.80888  3.41028  1.17142  0.127
H  -3.16031  1.98697  2.03640  0.134
H  -3.15242  1.99793  -0.98597  0.130
H  -4.67246  1.66517  -0.11696  0.127
H  -3.53095  -1.60284  -0.16055  0.138
H  -4.67581  -0.45358  -0.90543  0.124
H  -2.42543  0.28521  -2.23842  0.116
H  -3.45678  -1.05826  -2.79424  0.130